1.
Below is a 2-piece molecular cluster, C3H6N4 overall at a distorted geometry, with properties calculated with wB97M-V/def2-TZVPD.

Last columns: bonded neighbours and bond lengths (Å).
CARTESIAN COORDINATES (ANGSTROEM)
1 C 0.91454 0.18214 2.06759  N7 1.170
2 C 1.35616 -1.67888 -1.54955  N5 1.449, H8 1.192, H9 1.074, H10 1.119
3 C -1.04360 1.76157 1.63262  N7 1.395, H11 1.076, H12 1.173, H13 1.097
4 N -1.33783 0.36463 -1.35749  N6 1.134
5 N -0.03159 -1.44892 -1.89865  C2 1.449, N6 1.186
6 N -0.57612 -0.43759 -1.60490  N4 1.134, N5 1.186
7 N -0.05345 0.80937 1.87272  C1 1.170, C3 1.395
8 H 1.27935 -2.60322 -0.80064  C2 1.192
9 H 1.78580 -2.15872 -2.40855  C2 1.074
10 H 1.71646 -0.77967 -0.98874  C2 1.119
11 H -0.58940 2.54877 1.05603  C3 1.076
12 H -2.05777 1.21890 1.40372  C3 1.173
13 H -1.36256 2.22161 2.57584  C3 1.097

* 2S+1: 1
* HOMO: -9.319 eV
* charge: 0
* Kohn-Sham gap: 10.17 eV
* LUMO energy: 0.855 eV

---

2.
Below is one molecule with the formula C3H6N4 at a distorted geometry, with properties calculated with wB97M-V/def2-TZVPD.

Last columns: bonded neighbours and bond lengths (Å).
CARTESIAN COORDINATES (ANGSTROEM)
1 C -0.40353 -1.39856 0.30341  C3 1.501, H4 1.102, H5 1.103, N10 1.464
2 C -0.34838 1.45912 0.15228  H7 1.086, N11 1.288, N12 1.385
3 C 1.04426 -1.17598 -0.02227  C1 1.501, H9 1.082, N13 1.271
4 H -0.66066 -2.44364 0.06852  C1 1.102
5 H -0.52758 -1.26856 1.39212  C1 1.103
6 H -2.28819 -0.92762 -0.28640  N10 1.020
7 H -0.49084 2.49540 0.44548  C2 1.086
8 H 1.62262 1.87971 -0.02764  N12 0.997
9 H 1.68597 -2.04492 -0.09170  C3 1.082
10 N -1.35212 -0.54380 -0.41279  C1 1.464, H6 1.020, N11 1.392
11 N -1.43304 0.77885 0.01507  C2 1.288, N10 1.392
12 N 0.98129 1.11639 -0.03185  C2 1.385, H8 0.997, N13 1.362
13 N 1.64737 -0.06542 -0.15627  C3 1.271, N12 1.362

* 2S+1: 1
* HOMO: -8.149 eV
* structure (SMILES): C1=NNC=NNC1
* charge: 0
* Kohn-Sham gap: 9.07 eV
* LUMO energy: 0.926 eV

---

3.
Below is one molecule with the formula C3H6N4 at a distorted geometry, with properties calculated with wB97M-V/def2-TZVPD.

Last columns: bonded neighbours and bond lengths (Å).
CARTESIAN COORDINATES (ANGSTROEM)
1 C -3.21872 -0.11458 -0.11095  C3 1.894, H8 1.046, H9 1.033
2 C 2.46827 0.83572 0.15659  N6 1.241, H10 1.126, H11 1.055
3 C -1.42057 0.34519 0.26817  C1 1.894, N4 1.275, H12 1.070
4 N -0.61998 -0.59956 -0.03707  C3 1.275, N7 1.320
5 N 1.35823 -1.55308 -0.57945  N7 1.317, H13 0.998
6 N 1.25861 0.64601 0.35709  C2 1.241, N7 1.384
7 N 0.69910 -0.56501 -0.00961  N4 1.320, N5 1.317, N6 1.384
8 H -4.02870 0.33379 0.37495  C1 1.046
9 H -3.51605 -0.98050 -0.58930  C1 1.033
10 H 2.63203 1.94612 0.24858  C2 1.126
11 H 3.19845 0.11860 -0.10037  C2 1.055
12 H -1.13377 1.35746 0.46335  C3 1.070
13 H 2.32310 -1.77015 -0.44198  N5 0.998

* 2S+1: 1
* HOMO (alpha / beta): -8.667 / -7.937 eV
* charge: 0
* Kohn-Sham gap (alpha / beta): 8.18 / 7.87 eV
* LUMO energy (alpha / beta): -0.487 / -0.070 eV

---

4.
Below is an isolated ion of composition C3H6N4 and charge +2 at a distorted geometry, with properties calculated with wB97M-V/def2-TZVPD.

Last columns: bonded neighbours and bond lengths (Å).
CARTESIAN COORDINATES (ANGSTROEM)
1 C -0.43555 1.61577 -1.73599  N4 1.389, N6 1.323, H8 1.128
2 C 0.19783 -0.09945 -0.63358  N5 1.348, N6 1.429, N7 1.410
3 C 0.14853 -0.99645 1.81676  N7 1.431, H9 1.067, H10 1.062, H11 1.054
4 N -0.62396 0.41473 -2.40751  C1 1.389, N5 1.228
5 N -0.19758 -0.58044 -1.82896  C2 1.348, N4 1.228
6 N -0.02469 1.30767 -0.51656  C1 1.323, C2 1.429, H12 1.052
7 N 0.34527 -1.04662 0.40014  C2 1.410, C3 1.431, H13 1.106
8 H -0.77579 2.61256 -2.13862  C1 1.128
9 H -0.06760 -1.92022 2.30557  C3 1.067
10 H -0.30447 -0.08846 2.13064  C3 1.062
11 H 1.13067 -1.04818 2.19617  C3 1.054
12 H -0.11755 1.84636 0.38263  N6 1.052
13 H 0.72489 -2.01727 0.02932  N7 1.106

* 2S+1: 1
* HOMO (alpha / beta): -20.907 / -21.376 eV
* charge: +2
* Kohn-Sham gap (alpha / beta): 7.20 / 7.72 eV
* LUMO energy (alpha / beta): -13.703 / -13.651 eV

---

5.
Below is one molecule with the formula C3H6N4O at a distorted geometry, with properties calculated with wB97M-V/def2-TZVPD.

Last columns: bonded neighbours and bond lengths (Å).
CARTESIAN COORDINATES (ANGSTROEM)
1 C 0.29900 -1.23081 0.30345  C3 1.498, N5 1.405, C6 1.791, H10 1.090
2 N -0.05900 1.09506 -0.58429  C3 1.625, N4 1.383, H9 1.019
3 C -0.76318 -0.19208 0.11414  C1 1.498, N2 1.625, C6 1.884, O7 1.242
4 N -0.90204 1.84368 -1.38598  N2 1.383, H11 1.020, H12 1.028
5 N 1.61495 -0.91106 -0.06989  C1 1.405, H13 1.016, H14 1.022
6 C -0.18739 -0.52616 1.87705  C1 1.791, C3 1.884, N8 1.159
7 O -1.92585 -0.46399 -0.22591  C3 1.242
8 N -0.14536 -0.32000 3.01669  C6 1.159
9 H 0.62274 1.55541 0.01735  N2 1.019
10 H -0.03668 -2.23402 0.04200  C1 1.090
11 H -0.86225 1.46801 -2.33303  N4 1.020
12 H -1.88003 1.70862 -1.09914  N4 1.028
13 H 2.25087 -1.70299 -0.09363  N5 1.016
14 H 1.97421 -0.08966 0.42120  N5 1.022

* 2S+1: 1
* HOMO: -9.285 eV
* charge: 0
* Kohn-Sham gap: 8.62 eV
* LUMO energy: -0.664 eV

---

6.
Below is a 2-piece molecular cluster, C3H6N4O overall at a distorted geometry, with properties calculated with wB97M-V/def2-TZVPD.

Last columns: bonded neighbours and bond lengths (Å).
CARTESIAN COORDINATES (ANGSTROEM)
1 C -1.35296 -0.50794 1.02364  N4 1.267, N5 1.450, H9 1.050
2 C -0.07255 -1.25751 -0.51512  C3 1.424, N4 1.408, N6 1.294
3 C -0.33093 0.11025 -0.81785  C2 1.424, N5 1.350, H13 1.099
4 N -0.78787 -1.57970 0.65370  C1 1.267, C2 1.408
5 N -1.28559 0.54669 0.03122  C1 1.450, C3 1.350, O8 1.221
6 N 0.49455 -2.04004 -1.37551  C2 1.294, H10 1.023
7 N 1.61280 1.50177 0.64367  H11 0.939, H12 1.005, H14 1.038
8 O -1.98822 1.54170 0.11112  N5 1.221
9 H -1.91523 -0.47934 1.90944  C1 1.050
10 H 0.30054 -3.03550 -1.23990  N6 1.023
11 H 1.09022 1.31453 -0.11381  N7 0.939
12 H 1.84433 2.43851 0.92427  N7 1.005
13 H -0.03995 0.57489 -1.77028  C3 1.099
14 H 2.43086 0.87167 0.53541  N7 1.038

* 2S+1: 1
* HOMO (alpha / beta): -9.240 / -9.314 eV
* structure (SMILES): [H]/N=C1/C=[N+]([O-])C=N1.N
* charge: 0
* Kohn-Sham gap (alpha / beta): 7.74 / 7.83 eV
* LUMO energy (alpha / beta): -1.496 / -1.484 eV